Record 1
DFT (wB97M-V/def2-TZVPD) results for a molecular structure, C25H19Cl2N4NaS in a non-equilibrium geometry.

Results
E_HOMO (spin up / spin down) ... 0.20 / 0.19 eV
Max |F| ... 2.467 eV/A
E ... -72470.5859 eV
Energy above the lowest of the compared OMol25 structures with the same formula, charge and spin ... 19.590 eV
Frontier orbital gap (spin up / spin down) ... 0.12694 / 0.12730 hartree
E_LUMO (spin up / spin down) ... 3.66 / 3.66 eV

ORCA input file:
```
! RIJCOSX wB97M-V def2-TZVPD def2/J DEFGRID3
* xyz -2 1
C 0.92430 -4.55308 0.01338
C 5.43418 -0.68053 -4.00344
H 1.85316 -5.49314 -1.59736
S -4.84403 0.46189 0.61850
C -3.00674 -2.63431 -0.88302
H 0.28543 -5.43198 0.05346
C -4.00012 -3.44034 -1.39778
H 2.28797 -1.03789 0.42693
C -0.47138 2.92255 0.56330
H 8.19209 -0.30747 -2.07370
H 2.23798 1.60430 -2.52607
C 2.80953 -2.41990 -0.69381
H 6.46021 -0.53612 -0.28584
C 1.05953 2.09867 -0.73165
C 4.23564 -0.72978 0.89607
C -3.10522 0.47082 0.78919
H 5.12120 -0.72304 -5.04117
H 0.39204 4.94848 0.79236
H 7.51549 -0.37882 -4.46324
H -1.96043 -2.91351 -0.92844
Cl -0.85858 -4.12502 2.02503
H -6.10898 -3.72197 -1.72301
C 6.77519 -0.49828 -3.67986
C 0.44060 3.95297 0.37018
Na 0.24974 -0.49038 0.01070
Cl 3.45824 -0.89091 -0.40846
C 1.76824 1.15057 -1.64517
H 2.32951 3.90204 -0.83943
C 4.86539 -0.74199 -1.66671
C 7.15132 -0.45485 -2.34356
H -6.76824 -1.59558 -0.65412
C 2.81056 -3.56459 -1.37189
N 1.30095 -1.33589 1.92600
C 0.54528 -3.60290 1.01495
H 3.43648 -0.95172 -3.24353
C 1.06323 -2.39787 1.46992
C 1.43185 3.41757 -0.48000
C -5.72566 -1.88014 -0.71794
N -0.12691 1.79166 -0.11078
C 4.48460 -0.80801 -2.99881
N 2.57883 0.22818 -1.04876
N -2.48990 -0.53290 0.29420
C -5.34846 -3.06697 -1.31564
C -3.37490 -1.43336 -0.27525
C -4.72409 -1.06421 -0.19624
H 3.50122 -3.77850 -2.19995
H 3.91099 -0.79017 1.92084
H -3.73360 -4.37825 -1.86735
H -2.59728 1.29926 1.26263
H -1.39124 2.97652 1.13812
C 1.85688 -4.59260 -0.98802
C 6.19927 -0.58076 -1.33480
*
```

Here are the Löwdin charges for atoms 1 to 6, given in e:
1 C -0.230
2 C -0.114
3 H 0.059
4 S 1.017
5 C 0.001
6 H 0.059



Record 2
DFT (wB97M-V/def2-TZVPD) results for a molecular structure, C25H19ClLiN4O4 in a non-equilibrium geometry.

Results
E_HOMO ... -3.39 eV
Max |F| ... 3.713 eV/A
E ... -53113.5856 eV
Energy above the lowest of the compared OMol25 structures with the same formula, charge and spin ... 0.654 eV
Frontier orbital gap ... 0.20609 hartree
E_LUMO ... 2.21 eV

ORCA input file:
```
! RIJCOSX wB97M-V def2-TZVPD def2/J DEFGRID3
* xyz -1 1
N 4.36221 0.38296 -1.27690
C -3.91099 2.54948 -3.90974
H 0.41219 -2.16738 0.07056
C -3.58740 -0.98360 -0.56581
C -0.48424 2.71124 3.81421
H 0.16966 -5.87762 2.17612
C 0.24420 -4.13829 3.41483
H -5.45237 -0.07349 -1.06769
H 5.29628 -1.55837 -1.85435
C 0.22895 -4.79192 2.17549
O 0.67187 2.15370 -0.58932
C -2.21274 -1.06072 -0.82786
O -0.91890 2.56750 4.96233
H 5.56014 1.31080 0.25606
H 0.41537 -4.56787 0.01438
O 0.74677 3.72859 1.01554
C 3.06427 -1.35011 -1.85937
C 0.25143 -1.99855 2.24770
C -4.56982 1.73696 -3.00037
H 6.44356 0.75435 -1.24013
C 5.55119 1.22394 -0.86584
C -0.40813 0.20774 3.33552
C 0.63819 2.55488 0.59509
H 2.67255 -2.31497 -2.13231
H 2.73557 1.72968 -0.86920
C -3.80687 0.85699 -2.16102
C -2.49431 2.49871 -4.03468
H 0.26026 3.87915 2.44635
H -0.64465 1.77773 -3.24212
Cl -1.12721 -0.39172 4.76968
H -2.00613 3.16814 -4.72156
C 3.08234 0.72637 -1.16936
C -2.36103 0.86944 -2.26012
C 0.35980 -2.76553 3.46700
C 0.29689 -4.10107 0.99608
H 5.43772 2.20509 -1.35655
C 0.30012 -2.70406 1.02028
N 0.01538 -0.62441 2.29375
C -1.63503 -0.07939 -1.57006
C -1.71047 1.73430 -3.19492
H -3.97801 -1.67778 0.18849
H -5.67862 1.66531 -2.93045
H 0.14753 -4.70834 4.31167
Li 0.38760 0.26810 -0.89423
N 2.24449 -0.29325 -1.54000
H 0.61477 -2.21314 4.38353
N 0.41369 0.13103 1.23593
O -0.17532 3.92012 3.40077
H -1.63388 -1.89455 -0.45630
C -0.15284 1.50469 2.99668
C 4.38496 -0.95930 -1.73272
C 0.37845 1.42054 1.61682
C -4.38558 -0.04704 -1.22153
H -4.45389 3.10497 -4.66032
*
```

Here are the Löwdin charges for atoms 1 to 6, given in e:
1 N -0.126
2 C -0.119
3 H 0.091
4 C -0.118
5 C -0.505
6 H 0.097



Record 3
DFT (wB97M-V/def2-TZVPD) results for a molecular structure, C25H19N3O5S4V.

Results
E_HOMO (spin up / spin down) ... -1.22 / -1.69 eV
Max |F| ... 0.677 eV/A
E ... -109971.9058 eV
Energy above the lowest of the compared OMol25 structures with the same formula, charge and spin ... 0.075 eV
Frontier orbital gap (spin up / spin down) ... 0.20421 / 0.22109 hartree
Expectation value of S² ... 3.761
E_LUMO (spin up / spin down) ... 4.33 / 4.33 eV

ORCA input file:
```
! RIJCOSX wB97M-V def2-TZVPD def2/J DEFGRID3
* xyz -2 4
C 1.75810 -2.46207 -0.67356
H 0.28192 -5.04059 -3.02652
C 1.91718 1.65601 -4.42485
S -2.76386 1.06470 -1.19677
C -3.49560 -0.00949 1.27658
C 1.80592 1.47228 0.31736
H -5.54155 3.09336 2.26106
H 2.67597 -5.31461 -2.22304
H 3.32745 0.54629 2.25053
H 1.83408 0.95555 -5.24836
C 1.17729 1.37421 -3.25571
H 2.55790 1.08613 -0.37440
C -4.22225 -0.00190 2.46641
C 2.39549 -0.00235 2.21527
V -0.89467 -0.56148 -1.01526
H 3.44515 4.57547 -3.59734
C 2.82583 3.69094 -3.50627
O 1.56894 2.84554 3.21051
C 0.87686 -1.62458 3.04061
O -1.93052 -1.95588 -2.07252
S 0.43351 2.12104 -0.66149
H 3.26489 2.93702 -5.47400
S -2.56907 -1.47431 0.83111
H -4.19562 -0.87603 3.10996
C 2.57329 -3.51575 -1.05305
N 0.32929 2.63991 3.33919
C -4.98285 2.20506 1.98678
C 2.71980 2.77372 -4.54947
H 0.59608 -2.40714 3.73494
C -4.29338 2.18278 0.79291
C -4.96359 1.10347 2.84192
H 3.58969 -3.55822 -0.68352
C -1.43058 -3.05746 -2.43303
C 1.29828 2.31184 -2.20355
C 2.10110 3.44715 -2.35021
N 0.49552 -2.33498 -1.08708
S 0.18219 -0.06333 -3.20603
H -4.30744 3.04629 0.13885
N 0.23864 -0.22933 1.20938
C 2.06328 -4.47888 -1.90372
H 2.87481 -1.36354 3.79410
C 0.75791 -4.34767 -2.34704
H 2.14112 4.14938 -1.52411
C -0.05408 -1.15684 2.12647
O -1.93297 -3.96748 -3.08823
H -5.50933 1.11140 3.77717
C -1.48395 -1.63459 2.27360
C 0.01406 -3.26251 -1.92174
O -0.37078 2.45237 2.32483
H 2.24192 2.26933 0.91970
O -0.16931 2.59267 4.47866
C 2.13043 -1.03716 3.07667
H 2.13172 -1.68911 -0.01283
H -1.48292 -2.67777 2.59036
H -1.92740 -1.04083 3.07409
C -3.53263 1.07110 0.37563
C 1.42876 0.37087 1.27907
*
```

Here are the Löwdin charges for atoms 1 to 6, given in e:
1 C -0.104
2 H 0.111
3 C -0.154
4 S 0.555
5 C -0.512
6 C -0.385



Record 4
DFT (wB97M-V/def2-TZVPD) results for a molecular structure, C25H20AuN5S in a non-equilibrium geometry.

Results
E_HOMO (spin up / spin down) ... -13.15 / -13.15 eV
Max |F| ... 2.840 eV/A
E ... -48213.8574 eV
Energy above the lowest of the compared OMol25 structures with the same formula, charge and spin ... 0.007 eV
Frontier orbital gap (spin up / spin down) ... 0.16971 / 0.16992 hartree
E_LUMO (spin up / spin down) ... -8.53 / -8.52 eV

ORCA input file:
```
! RIJCOSX wB97M-V def2-TZVPD def2/J DEFGRID3
* xyz 2 1
H -2.82725 0.03004 -0.70148
H -1.10995 -1.82406 4.27731
C 5.08813 -0.17483 -3.34730
C -6.84301 -1.37728 -0.12658
H 5.38517 3.90200 -1.25251
N -2.87010 -2.46851 -0.97449
H -0.20674 -2.42977 2.03301
H 4.80735 -2.19081 -4.02659
H -6.62150 0.11185 -1.65626
Au 1.33288 -0.91116 -0.30888
C 0.66517 0.74231 2.04623
C -1.79420 -1.69492 -0.99754
H -0.22942 2.90371 4.52637
C -0.62411 -1.07363 3.67123
H 1.72444 3.72523 0.81661
H -0.95414 0.54304 5.02866
C 5.27270 2.07934 -2.34270
C 0.18812 2.56002 3.58937
N 2.91868 -0.67997 -1.72271
S -0.27980 -2.49125 -1.24095
C 1.33827 2.99425 1.50946
C 4.87155 2.95769 -1.36948
C -4.83590 -1.03418 -1.41086
C 0.74978 3.43820 2.69763
C 3.54152 0.52502 -1.62003
N 0.49948 -0.54399 1.64777
H -4.45918 -3.61355 0.76220
H -2.69351 -3.46224 -1.01626
C -0.10683 -1.42356 2.42073
H 2.80384 -2.53380 -2.59371
H 6.10144 2.30916 -2.99905
C -6.14418 -0.68670 -1.10482
C -4.22466 -2.07425 -0.71896
N 2.07526 1.04354 0.17246
C -0.52902 0.23107 4.08282
C 3.10853 1.45548 -0.62208
H 0.75285 4.49685 2.91825
H -6.78344 -2.99991 1.27899
H -4.33415 -0.52793 -2.22704
C -6.23876 -2.43906 0.53172
C 0.11194 1.18728 3.26504
H 5.93497 0.03351 -3.98892
H -7.86244 -1.10687 0.11144
H 3.60392 3.32606 0.30424
C -4.93185 -2.79099 0.23854
H -1.13848 0.22534 -1.03040
C 4.63729 0.82526 -2.45869
C 4.46334 -1.39435 -3.38356
N -1.91273 -0.37855 -0.82804
C 3.35426 -1.60264 -2.56125
C 3.82561 2.64486 -0.49962
C 1.39888 1.63758 1.20067
*
```

Here are the Löwdin charges for atoms 1 to 6, given in e:
1 H 0.111
2 H 0.125
3 C 0.053
4 C -0.049
5 H 0.127
6 N 0.074